Density functional theory data (ωB97M-V/def2-TZVPD) for C4H4N2S2 in the gas phase at a distorted geometry.

```
! RIJCOSX wB97M-V def2-TZVPD def2/J DEFGRID3
* xyz 0 1
C 1.23824 1.39863 0.18064
C -0.09853 1.55228 0.27789
S -1.70190 0.90065 -0.40300
C -1.75965 -0.84892 -0.15706
N -0.96833 -1.76292 0.21025
N 0.19319 -1.22815 0.59766
C 1.04292 -1.28897 -0.32163
S 2.25147 -0.03761 -0.31881
H 1.97638 2.20174 0.42604
H -0.39121 2.45467 0.95029
H -2.71269 -1.33557 -0.19394
H 0.93012 -2.00583 -1.24834
*
```

Values from the calculation:
Kohn-Sham gap: 8.682 eV
ΔE to the lowest compared entry with this formula, charge and spin: 395.3 kJ/mol
SMILES: c1cscnncs1

Atom charges from the Mulliken analysis, given in e for atoms 1 to 4: 0.0108, -0.3904, -0.0873, -0.0310


Density functional theory data (ωB97M-V/def2-TZVPD) for a gas-phase ion, C4H4N3O2S (charge -1) at a distorted geometry.

```
! RIJCOSX wB97M-V def2-TZVPD def2/J DEFGRID3
* xyz -1 1
C -0.59314 -0.03492 1.08630
C 0.83044 -1.50617 0.21963
C 0.47344 0.38047 -0.94599
C -1.10674 2.03439 -0.13173
N 0.00211 -1.17250 1.16632
N -0.36399 0.80388 -0.01639
N 1.45690 -2.64273 -0.06716
O 2.08447 -2.77476 -1.13350
O 1.40502 -3.55356 0.79604
S 0.97242 1.09660 -2.31240
H -1.27186 0.30812 1.84754
H -0.42006 2.86553 -0.30969
H -1.79521 1.97663 -0.98049
H -1.67381 2.21903 0.78154
*
```

Values from the calculation:
Kohn-Sham gap: 6.571 eV
ΔE to the lowest compared entry with this formula, charge and spin: 486.5 kJ/mol

Atom charges from the Mulliken analysis, given in e for atoms 1 to 4: -0.0251, -0.0325, -0.0777, -0.9332


Density functional theory data (ωB97M-V/def2-TZVPD) for C4H4N4O in the gas phase at a distorted geometry.

```
! RIJCOSX wB97M-V def2-TZVPD def2/J DEFGRID3
* xyz 0 1
N 1.62993 -3.89515 0.27543
C 1.73202 -2.79566 0.61808
C 1.95315 -1.42655 0.80521
N 2.90545 -0.67763 1.31967
C 2.52624 0.57208 1.36588
O 1.29408 0.80494 0.79596
C 0.82133 -0.36675 0.47415
N -0.40771 -0.70163 0.14480
N -1.14765 0.32480 -0.47748
H 3.07926 1.51134 1.56505
H -0.54188 -1.70972 0.05631
H -0.53727 0.87869 -1.06895
H -1.92394 0.03039 -1.03191
*
```

Values from the calculation:
Kohn-Sham gap: 8.212 eV
ΔE to the lowest compared entry with this formula, charge and spin: 300.5 kJ/mol
SMILES: N#Cc1ncoc1NN

Atom charges from the Mulliken analysis, given in e for atoms 1 to 4: -0.4884, 0.0839, 0.3305, -0.5522


Density functional theory data (ωB97M-V/def2-TZVPD) for C4H4N4O2S in the gas phase at a distorted geometry.

```
! RIJCOSX wB97M-V def2-TZVPD def2/J DEFGRID3
* xyz 0 1
C -1.67602 1.73053 0.21218
C -1.80190 -0.41272 -0.37966
C 0.60418 1.09460 0.66958
C -0.10417 -1.93909 0.28906
N -2.36092 0.66899 -0.03173
N -1.25920 -1.47298 -0.02647
N -0.30939 1.52332 -0.14241
N 1.09851 -1.27026 0.15542
O 3.09811 0.15433 0.37344
O 1.64371 0.42768 -1.61746
S 1.78153 0.27183 -0.22048
H -2.15220 2.59356 0.57909
H -0.03087 -2.90971 0.75452
H -0.39309 1.32881 -1.20309
H 1.86171 -1.78890 0.58801
*
```

Values from the calculation:
Kohn-Sham gap: 7.449 eV
ΔE to the lowest compared entry with this formula, charge and spin: 536.6 kJ/mol

Atom charges from the Mulliken analysis, given in e for atoms 1 to 4: -0.2159, 0.2403, -0.3740, 0.0732


Density functional theory data (ωB97M-V/def2-TZVPD) for C4H4N6O2 in the gas phase at a distorted geometry.

```
! RIJCOSX wB97M-V def2-TZVPD def2/J DEFGRID3
* xyz 0 1
N 1.05627 -3.46526 0.41542
C 0.44263 -2.28027 0.23333
N 0.69654 -1.07547 0.79067
C -0.30827 -0.30654 0.18043
C -0.45510 1.07762 0.59809
N -0.60334 1.46213 1.86602
O -0.65622 2.87771 1.79042
N -0.46795 3.31941 0.54443
C -0.29212 2.23509 -0.20093
N -0.10601 2.23969 -1.56993
N -1.10076 -0.87743 -0.57612
O -0.60326 -2.24089 -0.56915
H 1.95876 -3.38973 0.93143
H 0.86430 -4.13167 -0.09005
H -0.13030 3.28104 -2.14925
H -0.29516 1.27457 -2.19480
*
```

Values from the calculation:
Kohn-Sham gap: 9.522 eV
ΔE to the lowest compared entry with this formula, charge and spin: 218.1 kJ/mol
SMILES: Nc1nc(-c2nonc2N)no1

Atom charges from the Mulliken analysis, given in e for atoms 1 to 4: -0.3725, 0.6740, -0.6472, 0.2482


Density functional theory data (ωB97M-V/def2-TZVPD) for 2 unconnected molecules or ions with the total composition C4H4NO2 at a distorted geometry.

```
! RIJCOSX wB97M-V def2-TZVPD def2/J DEFGRID3
* xyz 1 1
C 3.38500 -1.04308 0.14691
C -0.83890 0.49370 -0.65228
C -1.95398 0.57226 0.06349
C -3.04023 -0.24801 0.09553
N 2.25076 -0.89462 0.12399
O -3.90432 -0.97424 0.15571
O 1.09258 -0.69653 0.37923
H 4.39156 -1.16933 -0.09955
H -0.13982 1.20889 -0.67160
H -0.43869 -0.40789 -1.21518
H -2.01108 1.56271 0.65951
*
```

Values from the calculation:
Kohn-Sham gap: 7.885 eV
ΔE to the lowest compared entry with this formula, charge and spin: 75.6 kJ/mol

Atom charges from the Mulliken analysis, given in e for atoms 1 to 4: -0.1653, -0.4877, -0.1677, 0.7576


Density functional theory data (ωB97M-V/def2-TZVPD) for a gas-phase ion, C4H4NO3S (charge -1) at a distorted geometry.

```
! RIJCOSX wB97M-V def2-TZVPD def2/J DEFGRID3
* xyz -1 1
O -0.22345 -2.62782 -1.22160
C -0.06846 -1.52766 -0.74061
C -0.70806 -0.45790 -0.33866
O -2.17499 -0.57403 -0.12730
C -0.30691 0.87530 -0.11637
C 0.89926 1.35305 -0.51091
S 2.18535 0.24845 -0.97666
N 1.97856 -1.15374 -0.15278
O 2.15318 -0.98773 1.35450
H -2.50167 -1.27091 -0.78509
H -1.07382 1.45668 0.35449
H 1.00205 2.39602 -0.55906
H 1.38711 -1.52496 1.57315
*
```

Values from the calculation:
Kohn-Sham gap: 6.826 eV
ΔE to the lowest compared entry with this formula, charge and spin: 590.3 kJ/mol
SMILES: O=C=C(O)/C=C\S[N-]O

Atom charges from the Mulliken analysis, given in e for atoms 1 to 4: -0.6148, 0.2310, 0.6082, -0.5836


Density functional theory data (ωB97M-V/def2-TZVPD) for a molecular structure, C4H4NO3S3 at a distorted geometry.

```
! RIJCOSX wB97M-V def2-TZVPD def2/J DEFGRID3
* xyz -1 1
C -0.09011 -1.73426 0.15033
C 0.10161 -1.21892 1.52393
C -2.16193 -0.65561 0.44510
C 2.01267 1.66791 0.01170
N -1.36573 -1.37035 -0.38865
O 0.76408 0.24259 -1.91613
O -0.69283 1.20887 -0.29562
O 0.72938 -2.49691 -0.36179
S -3.66372 -0.12784 0.12786
S -1.34929 -0.48568 1.99766
S 0.55251 0.49376 -0.50045
H 2.25294 1.37016 1.08378
H 1.68738 2.72597 0.24244
H -1.64902 -1.40192 -1.37116
H 2.87205 1.78222 -0.74899
*
```

Values from the calculation:
Kohn-Sham gap: 7.059 eV
ΔE to the lowest compared entry with this formula, charge and spin: 51.8 kJ/mol

Atom charges from the Mulliken analysis, given in e for atoms 1 to 4: 0.5332, -0.4515, 0.2747, -0.9559


Density functional theory data (ωB97M-V/def2-TZVPD) for C4H4O in the gas phase.

```
! RIJCOSX wB97M-V def2-TZVPD def2/J DEFGRID3
* xyz 0 1
C 0.75690 -1.20617 -1.09657
C 0.16070 -0.21551 -0.22670
C -0.43467 0.47024 0.56683
C -0.95528 1.52015 1.38752
O -1.87771 1.42225 2.16441
H 0.85856 -2.14445 -0.54648
H 1.73746 -0.88988 -1.45327
H 0.10752 -1.38502 -1.95653
H -0.35348 2.42838 1.16079
*
```

Values from the calculation:
Kohn-Sham gap: 10.662 eV
ΔE to the lowest compared entry with this formula, charge and spin: 141.1 kJ/mol
SMILES: CC#CC=O

Atom charges from the Mulliken analysis, given in e for atoms 1 to 4: -1.1811, 0.5182, 0.1725, -0.1835


Density functional theory data (ωB97M-V/def2-TZVPD) for C4H4O in the gas phase at a distorted geometry.

```
! RIJCOSX wB97M-V def2-TZVPD def2/J DEFGRID3
* xyz 0 1
C -0.25158 -0.63865 -0.72129
C 0.88158 -0.74992 0.19375
C 0.89708 0.49482 0.79649
O -0.11260 1.27407 0.36158
C -0.85540 0.54310 -0.50965
H -0.51867 -1.46477 -1.37116
H 0.17822 -1.50561 0.60260
H 1.54437 1.03270 1.48271
H -1.76300 1.01426 -0.83503
*
```

Values from the calculation:
Kohn-Sham gap: 9.802 eV
ΔE to the lowest compared entry with this formula, charge and spin: 262.3 kJ/mol
SMILES: c1ccoc1

Atom charges from the Mulliken analysis, given in e for atoms 1 to 4: -0.2858, -0.3927, -0.0701, -0.2660


Density functional theory data (ωB97M-V/def2-TZVPD) for C4H4O in the gas phase at a distorted geometry.

```
! RIJCOSX wB97M-V def2-TZVPD def2/J DEFGRID3
* xyz 0 1
O -2.25241 0.40704 -0.07519
C -1.37976 -0.42840 0.03049
C 0.14162 -0.39407 -0.01919
C 1.04058 0.63473 0.60398
C 0.88580 0.68865 -0.69083
H -1.66296 -1.39955 0.22403
H 0.34973 -1.52641 -0.15718
H 1.53849 0.79836 1.55529
H 1.33892 1.21965 -1.47140
*
```

Values from the calculation:
Kohn-Sham gap: 10.350 eV
ΔE to the lowest compared entry with this formula, charge and spin: 271.7 kJ/mol
SMILES: O=CC1C=C1

Atom charges from the Mulliken analysis, given in e for atoms 1 to 4: -0.4824, -0.0094, -0.1151, -0.2398


Density functional theory data (ωB97M-V/def2-TZVPD) for C4H4O in the gas phase at a distorted geometry.

```
! RIJCOSX wB97M-V def2-TZVPD def2/J DEFGRID3
* xyz 0 1
C 1.63544 0.28383 0.56929
C 1.24285 -0.72394 0.02220
C -0.22975 -0.82257 -0.26119
C -0.90322 0.56002 -0.23230
O -1.81728 0.84478 0.50063
H 1.66136 1.20974 1.08086
H -0.38314 -1.24378 -1.24665
H -0.69032 -1.41548 0.52918
H -0.51594 1.30740 -0.96203
*
```

Values from the calculation:
Kohn-Sham gap: 10.112 eV
ΔE to the lowest compared entry with this formula, charge and spin: 296.3 kJ/mol
SMILES: C#CCC=O

Atom charges from the Mulliken analysis, given in e for atoms 1 to 4: -0.1088, -0.4530, -0.2378, -0.0792


Density functional theory data (ωB97M-V/def2-TZVPD) for C4H4O in the gas phase at a distorted geometry.

```
! RIJCOSX wB97M-V def2-TZVPD def2/J DEFGRID3
* xyz 0 1
O 0.47959 -2.42632 -0.18767
C 0.20529 -1.24906 -0.07699
C 0.79401 0.00800 0.27276
C -0.14256 0.92778 -0.50900
C -0.81755 -0.21326 0.14999
H 1.48220 0.29463 1.15612
H -0.24552 2.01936 -0.12810
H -0.12078 0.84546 -1.66458
H -1.63467 -0.20660 0.98747
*
```

Values from the calculation:
Kohn-Sham gap: 10.473 eV
ΔE to the lowest compared entry with this formula, charge and spin: 213.8 kJ/mol
SMILES: O=C1[C@H]2C[C@@H]12

Atom charges from the Mulliken analysis, given in e for atoms 1 to 4: -0.5701, 0.6891, -0.3771, -0.2556


Density functional theory data (ωB97M-V/def2-TZVPD) for C4H4O in the gas phase at a distorted geometry.

```
! RIJCOSX wB97M-V def2-TZVPD def2/J DEFGRID3
* xyz 0 1
C 0.07072 -0.69646 -0.02027
C -0.42170 0.28906 0.98076
C -0.37145 0.68757 -0.54841
C 0.31372 1.41277 0.42615
O 1.46875 -0.88835 -0.11563
H -0.61032 -1.64527 -0.29027
H -1.16102 0.41459 1.72197
H -1.12040 0.86190 -1.26056
H 1.83170 -0.43582 -0.89374
*
```

Values from the calculation:
Kohn-Sham gap: 9.463 eV
ΔE to the lowest compared entry with this formula, charge and spin: 451.8 kJ/mol

Atom charges from the Mulliken analysis, given in e for atoms 1 to 4: 0.1936, -0.1384, -0.2647, -0.5166


Density functional theory data (ωB97M-V/def2-TZVPD) for C4H4O in the gas phase.

```
! RIJCOSX wB97M-V def2-TZVPD def2/J DEFGRID3
* xyz 0 1
C 0.19575 1.21593 -1.05601
C -0.46217 0.56375 0.06290
C -0.79731 -0.26700 0.87988
C -0.22053 -1.53736 1.30500
O -0.02153 -2.42179 0.50528
H 0.33533 0.43312 -1.80980
H 1.18481 1.56025 -0.73887
H -0.35976 2.04556 -1.49058
H 0.14541 -1.59246 2.34221
*
```

Values from the calculation:
Kohn-Sham gap: 10.595 eV
ΔE to the lowest compared entry with this formula, charge and spin: 197.9 kJ/mol
SMILES: CC#CC=O

Atom charges from the Mulliken analysis, given in e for atoms 1 to 4: -0.8974, 0.2003, -0.1464, 0.1319


Density functional theory data (ωB97M-V/def2-TZVPD) for a molecular structure, C4H4O2 at a distorted geometry.

```
! RIJCOSX wB97M-V def2-TZVPD def2/J DEFGRID3
* xyz 0 1
O -0.44897 2.26122 -0.20938
C -0.21713 1.09248 -0.04552
C -1.04713 -0.11894 0.04215
C 0.14838 -1.01991 -0.09736
O 1.03245 -0.56705 -1.16032
C 1.06811 0.10434 0.07270
H -2.04861 -0.33190 -0.39582
H -0.67926 0.48064 1.18101
H 0.23649 -2.08056 0.11362
H 1.99936 0.18192 0.62950
*
```

Values from the calculation:
Kohn-Sham gap: 10.036 eV
ΔE to the lowest compared entry with this formula, charge and spin: 399.3 kJ/mol

Atom charges from the Mulliken analysis, given in e for atoms 1 to 4: -0.5878, 0.2232, -0.4251, -0.0194


Density functional theory data (ωB97M-V/def2-TZVPD) for C4H4O2 in the gas phase.

```
! RIJCOSX wB97M-V def2-TZVPD def2/J DEFGRID3
* xyz 0 1
C 2.36594 0.52385 0.46179
C 1.35132 -0.12645 0.45604
C 0.03461 -0.70362 0.21465
O -0.20850 -1.89014 0.18811
C -0.99765 0.35785 -0.11778
O -2.13884 -0.16178 -0.72362
H 3.27333 1.08756 0.46368
H -1.27117 0.86459 0.81994
H -0.48465 1.10559 -0.74137
H -1.92441 -1.05745 -1.02142
*
```

Values from the calculation:
Kohn-Sham gap: 10.801 eV
ΔE to the lowest compared entry with this formula, charge and spin: 183.4 kJ/mol
SMILES: C#CC(=O)CO

Atom charges from the Mulliken analysis, given in e for atoms 1 to 4: 0.1290, -0.2366, 0.2505, -0.5320


Density functional theory data (ωB97M-V/def2-TZVPD) for C4H4O2 in the gas phase.

```
! RIJCOSX wB97M-V def2-TZVPD def2/J DEFGRID3
* xyz 0 1
C 2.17700 0.25782 0.99567
C 1.29025 -0.02811 0.23121
C 0.20064 -0.38874 -0.67683
O 0.29415 -1.32924 -1.43350
C -1.10715 0.37404 -0.51459
O -1.92234 -0.34015 0.39682
H 2.97726 0.49512 1.66412
H -0.94842 1.41014 -0.18114
H -1.60813 0.37802 -1.48681
H -1.35326 -0.82889 1.00506
*
```

Values from the calculation:
Kohn-Sham gap: 10.214 eV
ΔE to the lowest compared entry with this formula, charge and spin: 208.1 kJ/mol
SMILES: C#CC(=O)CO

Atom charges from the Mulliken analysis, given in e for atoms 1 to 4: 0.3211, -0.2560, -0.0835, -0.4694


Density functional theory data (ωB97M-V/def2-TZVPD) for 2 unconnected molecules or ions with the total composition C4H4O2 at a distorted geometry.

```
! RIJCOSX wB97M-V def2-TZVPD def2/J DEFGRID3
* xyz 0 1
C -0.28638 -0.75478 -0.46064
C 0.25800 -0.12486 -1.42385
C -1.06364 -1.19292 0.50873
C 1.23532 1.98509 -0.38133
O -0.75810 -2.14179 1.49524
O 1.44968 2.90327 -1.07610
H -2.19850 -0.98609 0.54710
H 1.72662 1.68134 0.63625
H -0.99137 -1.82950 2.35723
H 0.62837 0.46023 -2.20263
*
```

Values from the calculation:
Kohn-Sham gap (alpha / beta): 8.006 / 7.650 eV
ΔE to the lowest compared entry with this formula, charge and spin: 539.6 kJ/mol

Atom charges from the Mulliken analysis, given in e for atoms 1 to 4: 0.2450, -0.3577, -0.4579, 0.0817


Density functional theory data (ωB97M-V/def2-TZVPD) for C4H4O2 in the gas phase.

```
! RIJCOSX wB97M-V def2-TZVPD def2/J DEFGRID3
* xyz 0 1
O 2.11413 0.90122 -0.85909
C 1.02754 0.13037 -0.68875
C 0.50741 -0.05314 0.58670
O 0.93892 0.41503 1.66315
C -0.89905 -0.49831 0.42461
C -2.09173 -0.85463 0.55755
H 2.20053 1.39602 -0.02254
H 0.70997 -0.42972 -1.56255
H -1.34898 -0.09871 -0.56757
H -3.15874 -0.90814 0.46849
*
```

Values from the calculation:
Kohn-Sham gap (alpha / beta): 7.459 / 6.115 eV
ΔE to the lowest compared entry with this formula, charge and spin: 526.3 kJ/mol

Atom charges from the Mulliken analysis, given in e for atoms 1 to 4: -0.4794, -0.4831, 0.7139, -0.6939